(1)
Here is an isolated ion of composition C7H14N2S and charge +2 at a distorted geometry from the OMol25 dataset. Energies are from ωB97M-V with the def2-TZVPD basis set.

```
! RIJCOSX wB97M-V def2-TZVPD def2/J DEFGRID3
* xyz 2 1
C -3.2094 0.9587 0.1912
C -2.0075 1.8568 -0.2959
C -3.1538 -0.5345 0.0790
C 0.0235 0.3717 -0.0948
C 2.3087 0.4045 0.4844
C 0.9705 -1.5342 0.7621
C 1.5632 -0.8592 -1.5246
N -0.7348 1.2678 -0.2108
N 1.1630 -0.4063 -0.0502
S -2.0328 -1.6181 -0.3753
H -3.9602 1.3981 -0.4233
H -3.4319 1.0647 1.2531
H -2.3883 2.3812 -1.1515
H -1.9325 2.7211 0.4069
H -4.1542 -0.8557 0.5076
H 3.1583 -0.1736 0.5742
H 2.4846 1.2429 -0.1786
H 2.1152 0.5382 1.5715
H 0.4484 -1.2476 1.6256
H 0.3308 -2.3258 0.3073
H 1.9135 -1.8848 0.9919
H 2.5295 -1.5250 -1.6222
H 0.7127 -1.4606 -2.0883
H 1.8888 0.0979 -2.1666
*
```

Calculated values
ΔE to the lowest compared entry with this formula, charge and spin (kcal/mol): 78.60
Molecular weight (g mol⁻¹): 158.27
Gap between HOMO and LUMO (eV): 7.82
SMILES: C[N+](C)(C)C#[N+]CCC=S
HOMO energy (eV): -16.6
E_LUMO (eV): -8.79


(2)
Here is C44H37BrGdN10O3 as an isolated structure at a distorted geometry from the OMol25 dataset. Energies are from ωB97M-V with the def2-TZVPD basis set.

```
! RIJCOSX wB97M-V def2-TZVPD def2/J DEFGRID3
* xyz -1 8
Gd -0.2721 1.1050 -0.8352
C 3.7967 2.7118 0.7322
C 3.1904 1.5119 0.1453
N 1.8281 1.4387 0.5497
C 1.5704 1.6784 1.8077
C 2.4581 2.4516 2.5600
N 3.4827 3.0287 1.9642
C 0.3472 1.1603 2.3708
C 0.3064 0.7885 3.7056
C -0.8511 0.2375 4.2723
C -1.9714 0.2214 3.4383
C -1.8295 0.4325 2.0787
N -0.6700 0.8747 1.5048
C -2.9486 0.2742 1.1746
C -4.3291 0.3333 1.4846
N -5.2919 0.3979 0.5601
C -4.8984 0.3004 -0.7410
C -3.5898 0.0533 -1.0999
N -2.6212 0.1703 -0.1699
C -0.9147 -0.4095 5.5361
C -0.0461 -0.1520 6.5622
C -0.1001 -0.9966 7.6851
N -0.8937 -2.0221 7.8080
C -1.6900 -2.2682 6.7595
C -1.7439 -1.5301 5.5922
H 4.6252 3.2011 0.2494
H 3.2541 1.5565 -0.9115
H 2.2680 2.5799 3.6402
H 1.2418 0.7900 4.2413
H -2.9290 -0.0823 3.7910
H -4.6806 0.4873 2.5272
H -5.7164 0.3375 -1.4929
H -3.3534 -0.0830 -2.1512
H 0.7708 0.5975 6.4624
H 0.5317 -0.7914 8.5573
H -2.3786 -3.1314 7.0012
H -2.4297 -1.8528 4.7887
N -4.8110 -8.3551 -0.7434
C -3.9519 -7.6388 -1.0479
C -2.9552 -6.6721 -1.3120
C -3.2031 -5.4508 -1.9874
C -2.3197 -4.3821 -1.8894
C -1.1454 -4.5498 -1.0934
C -0.8097 -5.7998 -0.5055
C -1.7786 -6.8304 -0.5418
N -0.2258 -3.4703 -0.9395
C 0.7368 -3.4254 0.0562
C 1.1703 -2.1324 0.1548
N 0.3129 -1.3294 -0.6515
C -0.4402 -2.1841 -1.3086
H -4.1952 -5.4108 -2.4986
H -2.5335 -3.4253 -2.3876
H 0.1201 -5.9117 0.1717
H -1.7127 -7.7911 0.0222
H 1.0253 -4.2777 0.6206
H 1.8419 -1.7163 0.9248
H -1.1865 -1.9083 -2.0705
C 5.5468 -0.7098 1.9606
O 4.9740 0.4065 1.3627
C 4.0302 0.3067 0.4124
C 4.0717 -0.6851 -0.6601
H 6.5545 -0.3728 2.2321
H 5.6246 -1.5688 1.2845
H 4.9938 -0.9864 2.9201
H 3.4716 -0.4016 -1.5125
H 3.6366 -1.6555 -0.3718
H 5.1093 -0.8660 -0.9900
C -2.5026 3.7990 0.6601
C -1.3176 4.3283 -0.0255
C -0.8948 5.7251 -0.0894
C 0.1627 5.8105 -0.9502
C 0.3012 4.4851 -1.5329
C 1.2491 4.3051 -2.6653
N -0.5727 3.5842 -0.9536
H -2.7291 2.7329 0.4261
H -3.3773 4.4442 0.4131
H -2.4105 3.9566 1.7664
H -1.2327 6.4453 0.6846
H 0.5938 6.7127 -1.4050
H 1.8653 5.1936 -2.7510
H 0.6252 4.3119 -3.6042
H 1.9195 3.4202 -2.5919
Br 1.4441 1.5668 -9.2539
C 1.1621 1.2273 -7.4477
C 1.9691 1.9108 -6.5440
C 1.8777 1.7497 -5.1752
C 0.8412 0.8930 -4.7495
C 0.0229 0.1508 -5.6344
C 0.2927 0.2393 -7.0054
C 0.4765 0.8934 -3.3322
O -0.7186 0.5139 -3.0353
O 1.2790 1.3687 -2.4514
H 2.7006 2.5904 -6.9964
H 2.4812 2.3208 -4.4996
H -0.7982 -0.4888 -5.2409
H -0.1839 -0.3973 -7.7756
*
```

Calculated values
ΔE to the lowest compared entry with this formula, charge and spin (kcal/mol): 110.10
Molecular weight (g mol⁻¹): 991.00
Gap between HOMO and LUMO (spin up / spin down) (eV): 3.01 / 4.19
HOMO energy (spin up / spin down) (eV): -1.7 / -4.2
E_LUMO (spin up / spin down) (eV): 1.31 / 0.00


(3)
Here is a 2-piece molecular cluster, C17H37F2N2O4 overall at a distorted geometry from the OMol25 dataset. Energies are from ωB97M-V with the def2-TZVPD basis set.

```
! RIJCOSX wB97M-V def2-TZVPD def2/J DEFGRID3
* xyz 1 1
C -4.2725 -6.1755 1.2111
C -3.5461 -4.8831 0.4564
F -4.3084 -4.6895 -0.8224
C -1.9179 -5.1496 0.1820
C -1.0677 -3.8488 0.7235
N 0.3132 -4.1763 1.2590
C 1.1775 -2.9311 1.3859
C 0.3175 -1.5148 1.2279
C 1.3909 -0.2412 1.2734
O 1.6501 0.2659 2.6281
C 0.4618 0.8667 3.2485
O -0.5213 1.4314 2.3128
C -1.8918 0.9749 2.5917
C -2.6961 0.9341 1.1372
O -3.0210 2.3056 0.6286
O -0.2927 -1.4806 -0.1099
C -0.8668 -2.7769 -0.5006
F -2.1777 -2.4936 -1.1603
H -3.5745 -6.6574 2.0230
H -4.5655 -6.9448 0.3627
H -5.3055 -5.7948 1.6695
H -3.7321 -3.9076 1.0915
H -1.5742 -6.1727 0.6445
H -1.8211 -5.1840 -1.0030
H -1.6820 -3.4146 1.6467
H 0.7586 -4.8225 0.5415
H 0.2989 -4.7477 2.1562
H 2.0323 -3.0377 0.5821
H 1.7242 -3.0113 2.4412
H -0.4540 -1.5059 2.1072
H 1.1330 0.5994 0.4778
H 2.4218 -0.7091 0.8943
H 0.8604 1.7704 3.9193
H -0.0094 0.1020 4.0339
H -2.4574 1.6741 3.3598
H -1.9447 -0.1176 3.0530
H -1.9606 0.4781 0.3276
H -3.6272 0.2247 1.1781
H -2.1707 2.5521 0.1197
H -0.1890 -3.3047 -1.3138
C 2.3148 5.3416 -4.2227
C 2.0525 5.1567 -2.7307
N 1.3667 3.9044 -2.3995
C 0.8619 3.8665 -1.0236
C 1.8881 3.8983 0.1041
C 2.0022 2.6707 -2.8662
C 3.4325 2.3958 -2.4110
H 1.3903 5.2513 -4.8021
H 2.7279 6.3396 -4.4060
H 3.0383 4.6149 -4.6037
H 1.4221 5.9974 -2.4148
H 3.0003 5.2533 -2.1902
H 0.2247 2.9812 -0.8945
H 0.1839 4.7176 -0.8873
H 2.4029 2.9421 0.2097
H 1.3802 4.0911 1.0554
H 2.6327 4.6867 -0.0305
H 1.9920 2.6731 -3.9627
H 1.3775 1.8108 -2.5955
H 4.0771 3.2752 -2.4921
H 3.8730 1.6133 -3.0391
H 3.4663 2.0318 -1.3826
*
```

Calculated values
Molecular weight (g mol⁻¹): 371.49
Gap between HOMO and LUMO (eV): 6.01
HOMO energy (eV): -9.8
E_LUMO (eV): -3.81


Question: Which of these has the lowest molecular weight?
Answer: C7H14N2S


Question: Which of these has the lowest molecular weight?
Answer: C7H14N2S


Question: The highest molecular weight belongs to which entry?
Answer: C44H37BrGdN10O3